No. 1
Entry from the Open Molecules 2025 dataset: a structure of composition C14H33F6N4O7PbS2 (ωB97M-V/def2-TZVPD).

Structure (XYZ):
```
67
Properties=species:S:1:pos:R:3
Pb -0.18192 -0.33567 0.09284
C 0.22001 -4.48935 1.28790
F -0.57698 -5.47748 1.52634
F 0.03261 -3.50559 2.15857
F 1.47741 -4.87324 1.35167
S -0.03343 -3.78861 -0.46767
O 1.20554 -3.13636 -0.79988
O -0.40584 -4.91031 -1.27803
N -1.25111 -2.58941 -0.31811
S -2.64823 -3.28872 -0.59408
O -2.98045 -3.42287 -1.98959
O -2.95607 -4.39669 0.25970
C -3.74286 -1.85357 0.09005
F -3.18855 -1.30044 1.19232
F -3.85609 -0.89173 -0.84357
F -4.96498 -2.32164 0.30579
C 2.73934 3.44647 -1.59761
C 1.70690 2.34962 -1.52885
C 2.17978 1.11918 -2.28710
O 1.39381 -0.05138 -2.01206
C 1.67300 -1.01253 -3.04839
N 1.46134 2.00197 -0.11008
H 3.58413 3.25947 -0.92941
H 2.36001 4.42670 -1.30037
H 3.12256 3.58779 -2.61297
H 0.81176 2.79397 -1.97100
H 3.23480 0.91452 -2.07208
H 2.12997 1.32820 -3.35863
H 1.46971 -0.50886 -3.99748
H 0.96371 -1.83663 -3.01690
H 2.69767 -1.37692 -2.99544
H 1.06464 2.84976 0.30122
H 2.34585 1.93936 0.39099
C 1.49321 0.47567 4.38735
C 1.28210 0.24288 2.91432
C 2.40461 -0.62597 2.26826
O 2.21433 -0.85285 0.88216
C 3.36942 -1.45003 0.28391
N 0.02378 -0.54875 2.71826
H 0.69085 1.05550 4.84346
H 2.34520 1.16595 4.47767
H 1.74408 -0.39433 4.99168
H 1.00439 1.16416 2.39578
H 2.57105 -1.57182 2.79428
H 3.32330 -0.05017 2.44198
H 3.30661 -1.43606 -0.79178
H 3.59568 -2.38094 0.80066
H 4.24465 -0.82380 0.51613
H -0.79981 -0.22231 3.21531
H 0.25340 -1.41427 3.20166
C -3.85751 3.16784 0.48769
C -2.94007 1.98240 0.14148
C -2.20646 2.09359 -1.20203
O -1.77452 0.78260 -1.58485
C -1.82699 0.57633 -2.99287
N -1.89095 1.72595 1.16728
H -4.68619 2.93634 1.14767
H -4.28077 3.48802 -0.47625
H -3.38972 4.13111 0.71861
H -3.64943 1.16579 0.25115
H -1.35077 2.76803 -1.18386
H -2.97771 2.47938 -1.87242
H -2.86265 0.44489 -3.31719
H -1.29413 -0.28176 -3.40299
H -1.36673 1.46611 -3.43831
H -1.41078 2.60172 1.36397
H -2.38952 1.48977 2.02376
```

Calculated values
total energy	-78561.445	eV
ΔE to the lowest compared entry with this formula, charge and spin	23.9	kcal per mole
total charge	+1
LUMO level	-2.7090	eV

=====

No. 2
Entry from the Open Molecules 2025 dataset: a structure of composition C14H34ClN2O12P4ReS (ωB97M-V/def2-TZVPD).

Structure (XYZ):
```
69
Properties=species:S:1:pos:R:3
Re -0.01022 -0.91220 -0.56838
C -1.68537 4.56210 0.55864
C -0.80987 3.40898 0.20232
O -0.40490 3.45502 -1.08042
P 0.56229 3.08200 1.38685
O 0.14174 3.64632 2.81384
O 1.62567 4.18149 0.88772
O 1.10074 1.72298 1.52330
P -2.22380 1.45121 0.34983
O -1.98459 1.57562 1.93774
O -3.34289 2.21343 -0.19925
O -1.02153 0.92950 -0.41277
H -1.10907 5.49441 0.52089
H -2.11290 4.43496 1.55087
H -2.49255 4.62856 -0.17023
H -0.09001 2.58802 -1.43160
H 0.07273 4.60697 2.85182
H 1.58213 4.34031 -0.06468
H -2.81805 1.40423 2.39967
C 3.25793 -0.41071 0.77995
P 2.27848 -0.20852 -0.73911
C 2.85954 1.36451 -1.41928
C 3.01919 -1.43825 -1.88850
C 2.71003 -2.86291 -1.42548
P 0.90777 -3.02991 -1.13223
C 0.71675 -4.36349 0.08006
C 0.19664 -3.68846 -2.66125
H 4.32153 -0.42689 0.53879
H 2.98182 -1.33371 1.28869
H 3.03853 0.43471 1.42995
H 3.93267 1.29001 -1.59860
H 2.66844 2.15612 -0.69742
H 2.33149 1.57851 -2.34614
H 4.09642 -1.27885 -1.97342
H 2.57421 -1.24736 -2.86935
H 3.22178 -3.07834 -0.48450
H 3.04169 -3.60120 -2.15710
H 1.16407 -5.28524 -0.29107
H -0.34780 -4.52001 0.25470
H 1.18653 -4.07972 1.02118
H 0.62980 -4.66058 -2.89817
H 0.36353 -2.98684 -3.47728
H -0.87959 -3.78547 -2.51908
C 1.31377 0.32254 4.32053
N 0.08887 -0.24519 3.74518
C -1.16617 0.01419 4.44793
C 0.08795 -0.62771 2.51034
N 0.11144 -1.04176 1.41867
H 1.42082 -0.04134 5.34132
H 1.25743 1.41132 4.31545
H 2.16961 0.00807 3.73059
H -1.05200 -0.30070 5.48364
H -1.96631 -0.55998 3.98777
H -1.40224 1.07881 4.41953
Cl -0.67405 -1.19672 -5.48242
C -1.20593 0.22582 -4.54580
C -0.41351 0.38157 -3.26550
O 0.04511 1.47025 -2.95231
O -0.28005 -0.70959 -2.58509
H -2.25006 0.07540 -4.27788
H -1.09143 1.10896 -5.16349
C -4.55676 -2.06070 -0.31676
S -3.07167 -1.15735 -0.56603
O -3.14844 -0.45603 -1.80450
O -2.99306 -0.22944 0.64527
O -1.95307 -2.12630 -0.44661
H -5.37524 -1.34603 -0.29789
H -4.48569 -2.60478 0.62195
H -4.66032 -2.74462 -1.15540
```

Calculated values
total energy	-105262.722	eV
ΔE to the lowest compared entry with this formula, charge and spin	105.7	kcal per mole
2S+1	2
total charge	+1
LUMO level (spin up / spin down)	-5.5107 / -5.4048	eV

=====

No. 3
Entry from the Open Molecules 2025 dataset: a structure of composition C14H35CrN4O8PS (ωB97M-V/def2-TZVPD).

Structure (XYZ):
```
64
Properties=species:S:1:pos:R:3
Cr 0.34561 1.58345 -0.10802
S -1.27803 3.73396 -0.51770
O -1.47988 2.26586 -0.56705
O 0.16324 3.65233 -0.27521
O -1.43785 4.25369 -1.80512
O -2.07985 4.37504 0.49741
O 0.04160 -0.44648 0.21388
P -0.58565 -1.69097 0.78612
N -0.55992 -3.15868 -0.14555
C -0.91080 -4.46519 0.36056
C -0.82347 -3.10701 -1.58161
N -2.35150 -1.51878 0.87766
C -3.17824 -2.35914 1.74868
C -3.03132 -0.72861 -0.12343
N -0.11553 -2.14064 2.33481
C 1.08251 -2.94459 2.55589
C -0.42779 -1.33238 3.51491
H -0.01847 -5.06673 0.18741
H -1.75928 -4.85288 -0.20324
H -1.14647 -4.40075 1.42283
H -0.40827 -2.25369 -2.11786
H -1.89446 -3.18331 -1.76939
H -0.31620 -3.90718 -2.12059
H -4.00232 -1.69256 2.00295
H -3.49577 -3.28837 1.27560
H -2.58697 -2.64811 2.61758
H -2.47472 0.13993 -0.47547
H -3.37385 -1.33569 -0.96141
H -3.88792 -0.32884 0.41927
H 1.11760 -3.26739 3.59640
H 1.04986 -3.80377 1.88592
H 2.01791 -2.42287 2.35356
H 0.45895 -0.71670 3.66564
H -0.53687 -2.02798 4.34698
H -1.32460 -0.75405 3.29272
O 0.56824 1.28580 -2.10555
C 0.44537 1.53580 -3.29643
O 1.44528 1.37319 -4.11663
C 1.16797 1.78027 -5.48297
C -0.28849 2.07436 -5.51030
C -0.75266 2.10911 -4.06832
H 1.53413 0.96070 -6.10130
H 1.64910 2.70563 -5.79970
H -0.68835 1.19960 -6.02314
H -0.48248 2.92570 -6.16274
H -1.71144 1.60296 -3.95583
H -0.94202 3.13966 -3.76797
C 1.95939 2.83054 3.50444
C 1.72389 2.25442 2.11191
C 2.72954 1.18807 1.64526
O 2.41357 1.18633 0.20964
C 3.26364 0.29208 -0.51283
N 0.38677 1.74610 2.06204
H 2.93883 3.30841 3.52546
H 1.93086 2.13337 4.34184
H 1.30169 3.63903 3.82359
H 1.88592 3.10066 1.44429
H 2.53810 0.22928 2.12710
H 3.76479 1.46774 1.84059
H 4.31283 0.58707 -0.49584
H 2.97027 0.19372 -1.55799
H 3.14323 -0.69300 -0.06203
H 0.18501 1.15245 2.85385
H -0.18400 2.52999 2.34460
```

Calculated values
total energy	-85964.933	eV
2S+1	6
total charge	+1
LUMO level (spin up / spin down)	-2.6467 / -7.1950	eV

=====

No. 4
Entry from the Open Molecules 2025 dataset: a structure of composition C14H35F5N2OSi2 (ωB97M-V/def2-TZVPD).

Structure (XYZ):
```
59
Properties=species:S:1:pos:R:3
F 2.79903 -3.85521 -0.71684
C 3.57926 -2.93541 -1.26912
F 2.80068 -2.23126 -2.10338
F 4.04916 -2.10384 -0.32131
C 4.73068 -3.57378 -2.10842
F 4.87645 -2.81518 -3.22888
F 5.88180 -3.45137 -1.41017
Si 4.40347 -5.34177 -2.78734
O 4.54312 -6.59235 -1.72121
Si 5.08424 -6.47567 -0.14377
H 3.04795 -5.30807 -3.36240
H 5.35830 -5.53439 -3.89053
H 4.39212 -7.49971 0.65881
H 6.52989 -6.76666 -0.09833
H 4.81996 -5.14684 0.43187
C 0.08020 -1.61982 0.02455
C -1.07735 -2.11079 -0.83081
N -2.35341 -1.53075 -0.46014
C -3.48688 -2.18288 -1.09053
C -3.62113 -2.09451 -2.61646
C -2.39227 -0.08086 -0.42089
C -2.04475 0.68705 -1.70517
H -0.10456 -1.81014 1.08263
H 0.98756 -2.14024 -0.26693
H 0.26500 -0.55294 -0.10802
H -1.15863 -3.19374 -0.70552
H -0.82580 -1.94067 -1.89033
H -4.40005 -1.79530 -0.63114
H -3.44566 -3.24046 -0.81157
H -3.96507 -1.11384 -2.94123
H -4.35801 -2.82219 -2.96236
H -2.68284 -2.31381 -3.12596
H -1.71042 0.25091 0.36639
H -3.38326 0.22578 -0.07758
H -1.17859 0.26379 -2.21517
H -1.80471 1.72436 -1.45988
H -2.87592 0.71036 -2.40774
C 0.04716 4.45394 -0.11098
C -0.28094 5.11408 1.21973
N -1.57321 4.72494 1.74931
C -2.00606 5.54046 2.86967
C -1.19250 5.48266 4.16928
C -1.79097 3.29608 1.87796
C -0.82251 2.49439 2.76064
H -0.72786 4.65980 -0.85017
H 0.99219 4.84399 -0.49000
H 0.15824 3.37277 -0.01858
H -0.30233 6.19606 1.06696
H 0.54422 4.91680 1.92318
H -3.04638 5.28795 3.09105
H -2.02473 6.57867 2.52376
H -1.37518 4.56516 4.72635
H -1.47887 6.31275 4.81813
H -0.12082 5.56544 3.98859
H -1.77156 2.86274 0.87466
H -2.81265 3.13574 2.23014
H 0.21565 2.78999 2.60473
H -0.89955 1.43173 2.51958
H -1.05042 2.59783 3.82004
```

Calculated values
total energy	-49457.135	eV
LUMO level	0.5694	eV

=====

- Number 1 is which compound?
  C14H33F6N4O7PbS2

=====

Repeat the first record exactly.
Entry from the Open Molecules 2025 dataset: a structure of composition C14H33F6N4O7PbS2 (ωB97M-V/def2-TZVPD).

Structure (XYZ):
```
67
Properties=species:S:1:pos:R:3
Pb -0.18192 -0.33567 0.09284
C 0.22001 -4.48935 1.28790
F -0.57698 -5.47748 1.52634
F 0.03261 -3.50559 2.15857
F 1.47741 -4.87324 1.35167
S -0.03343 -3.78861 -0.46767
O 1.20554 -3.13636 -0.79988
O -0.40584 -4.91031 -1.27803
N -1.25111 -2.58941 -0.31811
S -2.64823 -3.28872 -0.59408
O -2.98045 -3.42287 -1.98959
O -2.95607 -4.39669 0.25970
C -3.74286 -1.85357 0.09005
F -3.18855 -1.30044 1.19232
F -3.85609 -0.89173 -0.84357
F -4.96498 -2.32164 0.30579
C 2.73934 3.44647 -1.59761
C 1.70690 2.34962 -1.52885
C 2.17978 1.11918 -2.28710
O 1.39381 -0.05138 -2.01206
C 1.67300 -1.01253 -3.04839
N 1.46134 2.00197 -0.11008
H 3.58413 3.25947 -0.92941
H 2.36001 4.42670 -1.30037
H 3.12256 3.58779 -2.61297
H 0.81176 2.79397 -1.97100
H 3.23480 0.91452 -2.07208
H 2.12997 1.32820 -3.35863
H 1.46971 -0.50886 -3.99748
H 0.96371 -1.83663 -3.01690
H 2.69767 -1.37692 -2.99544
H 1.06464 2.84976 0.30122
H 2.34585 1.93936 0.39099
C 1.49321 0.47567 4.38735
C 1.28210 0.24288 2.91432
C 2.40461 -0.62597 2.26826
O 2.21433 -0.85285 0.88216
C 3.36942 -1.45003 0.28391
N 0.02378 -0.54875 2.71826
H 0.69085 1.05550 4.84346
H 2.34520 1.16595 4.47767
H 1.74408 -0.39433 4.99168
H 1.00439 1.16416 2.39578
H 2.57105 -1.57182 2.79428
H 3.32330 -0.05017 2.44198
H 3.30661 -1.43606 -0.79178
H 3.59568 -2.38094 0.80066
H 4.24465 -0.82380 0.51613
H -0.79981 -0.22231 3.21531
H 0.25340 -1.41427 3.20166
C -3.85751 3.16784 0.48769
C -2.94007 1.98240 0.14148
C -2.20646 2.09359 -1.20203
O -1.77452 0.78260 -1.58485
C -1.82699 0.57633 -2.99287
N -1.89095 1.72595 1.16728
H -4.68619 2.93634 1.14767
H -4.28077 3.48802 -0.47625
H -3.38972 4.13111 0.71861
H -3.64943 1.16579 0.25115
H -1.35077 2.76803 -1.18386
H -2.97771 2.47938 -1.87242
H -2.86265 0.44489 -3.31719
H -1.29413 -0.28176 -3.40299
H -1.36673 1.46611 -3.43831
H -1.41078 2.60172 1.36397
H -2.38952 1.48977 2.02376
```

Calculated values
total energy	-78561.445	eV
ΔE to the lowest compared entry with this formula, charge and spin	23.9	kcal per mole
total charge	+1
LUMO level	-2.7090	eV